1.
C6H8N4O2 | ωB97M-V with the def2-TZVPD basis set

Results
Molecular weight in g mol⁻¹: 168.2
Gap between HOMO and LUMO in eV: 10.09
SMILES string: Cc1ncc(C(=O)NN)c(O)n1
HOMO level in eV: -9.885

Cartesian coordinates (Å):
C: -3.48 -0.05 0.16
C: -2.03 0.25 -0.03
N: -1.58 1.48 0.19
C: -0.23 1.64 0.03
C: 0.64 0.59 -0.23
C: 2.08 0.92 -0.34
O: 2.42 2.03 -0.76
N: 2.98 -0.03 0.06
N: 2.76 -1.13 0.98
C: 0.00 -0.62 -0.55
O: 0.71 -1.73 -0.96
N: -1.29 -0.79 -0.48
H: -3.60 -1.08 0.60
H: -3.88 0.70 0.84
H: -4.02 0.05 -0.76
H: 0.16 2.65 0.09
H: 3.93 0.29 0.18
H: 2.38 -1.91 0.42
H: 1.99 -0.78 1.66
H: 0.07 -2.48 -1.09

So, what does the natural (NBO) scheme give us? The charges, in e, come out as:
1. C -0.658
2. C 0.452
3. N -0.474
4. C 0.146
5. C -0.323
6. C 0.644
7. O -0.598
8. N -0.463
9. N -0.642
10. C 0.569
11. O -0.683
12. N -0.533
13. H 0.232
14. H 0.234
15. H 0.239
16. H 0.230
17. H 0.395
18. H 0.376
19. H 0.348
20. H 0.508

2.
C6H8N6 | ωB97M-V with the def2-TZVPD basis set

Results
Molecular weight in g mol⁻¹: 164.2
Gap between HOMO and LUMO in eV: 7.57
SMILES string: [H]/N=C/N/C=N/N.N#C/C=C/C#N
HOMO level in eV: -8.535

Cartesian coordinates (Å):
H: 1.06 2.57 1.62
N: 0.85 1.86 0.91
C: -0.33 1.41 1.13
N: -0.90 0.44 0.35
C: -2.13 -0.17 0.43
N: -3.04 0.08 1.30
N: -4.17 -0.69 1.11
H: -0.98 1.75 1.94
H: -0.29 0.12 -0.38
H: -2.26 -0.92 -0.37
H: -4.71 -0.63 1.96
H: -4.76 -0.26 0.38
N: 1.50 -3.01 0.18
C: 2.14 -2.16 -0.28
C: 2.95 -1.12 -0.85
C: 2.47 -0.27 -1.75
C: 3.28 0.77 -2.31
N: 3.93 1.61 -2.78
H: 3.97 -1.07 -0.51
H: 1.43 -0.32 -2.09

So, what does the natural (NBO) scheme give us? The charges, in e, come out as:
1. H 0.351
2. N -0.705
3. C 0.285
4. N -0.607
5. C 0.248
6. N -0.341
7. N -0.670
8. H 0.176
9. H 0.397
10. H 0.167
11. H 0.356
12. H 0.345
13. N -0.264
14. C 0.234
15. C -0.231
16. C -0.222
17. C 0.236
18. N -0.255
19. H 0.256
20. H 0.244

3.
C6H8NO | ωB97M-V with the def2-TZVPD basis set

Results
Molecular weight in g mol⁻¹: 110.1
Gap between HOMO and LUMO (spin up / spin down) in eV: 6.76 / 6.76
HOMO level (spin up / spin down) in eV: -2.584 / -2.585
Total charge: -1

Cartesian coordinates (Å):
C: 1.77 2.46 -0.11
C: 1.13 1.48 0.21
C: -2.01 -0.55 -0.08
C: -1.35 0.01 -1.25
C: -0.49 -0.57 -0.13
C: 0.34 0.35 0.67
N: 2.18 -0.92 0.74
O: 1.75 -2.11 0.38
H: 2.58 2.87 -0.51
H: -2.34 0.15 0.74
H: -2.60 -1.54 -0.16
H: -1.60 -0.62 -2.09
H: -1.09 1.00 -1.46
H: -0.05 -1.59 -0.41
H: -0.14 0.42 1.73
H: 1.93 -0.83 1.72

So, what does the natural (NBO) scheme give us? The charges, in e, come out as:
1. C -0.439
2. C 0.053
3. C -0.421
4. C -0.442
5. C -0.251
6. C -0.437
7. N -0.172
8. O -0.567
9. H 0.189
10. H 0.195
11. H 0.196
12. H 0.186
13. H 0.221
14. H 0.231
15. H 0.187
16. H 0.271